# C44H67Br2N2O16

5 unconnected molecules or ions with the total composition C44H67Br2N2O16 in a non-equilibrium geometry (wB97M-V/def2-TZVPD, the Open Molecules 2025 dataset).

Geometry as XYZ:
```
131
Properties=species:S:1:pos:R:3:forces:R:3
C -5.8758 5.0991 -5.9346 0.96 -0.03 0.76
C -5.1405 3.9829 -5.1761 -1.23 0.44 -0.30
O -5.7996 3.2575 -4.4647 0.61 -0.19 -0.32
N -3.6981 3.8568 -5.2992 -0.65 -0.88 1.35
C -3.1949 4.7954 -4.2475 -0.60 0.68 -0.19
C -3.3644 2.4966 -4.7829 1.23 0.35 -0.01
C -1.9072 2.0978 -5.0854 0.06 -0.04 0.01
C -1.4293 0.9507 -4.1429 0.39 0.47 -0.63
C -0.8554 1.6219 -2.8652 -0.30 0.08 -1.26
N -0.8160 0.7600 -1.6676 0.68 -0.09 0.16
C 0.3987 0.3850 -1.2483 1.72 -0.76 1.05
C 0.6078 -0.4192 -0.1040 0.64 -0.11 0.26
C 2.0213 -0.8761 0.3810 -1.49 -0.02 -0.44
C 2.5327 -0.1060 1.6199 1.35 -0.22 -0.54
C 3.5125 1.0501 1.2542 -0.71 0.13 1.26
C 4.4203 1.2356 2.5051 -0.38 0.06 -0.43
C 2.6424 2.3211 0.9370 0.64 -0.54 0.52
C 2.9966 3.6031 1.7135 0.02 1.00 -2.43
C 2.0241 4.7410 1.3493 -0.25 -0.45 -0.35
C 0.6818 4.5313 1.0510 0.01 -0.18 -0.14
C 0.1947 3.9025 -0.2586 0.41 -2.06 1.27
C -0.4294 4.8907 2.0567 0.39 1.12 -1.41
C -0.5341 -0.8119 0.6117 -0.59 0.02 -0.55
C -0.5235 -1.6388 1.8759 0.38 -0.97 1.25
O 0.3554 -1.6375 2.6959 -0.27 0.36 -0.76
O -1.6434 -2.4104 2.0885 -0.13 1.10 -0.74
C -2.3280 -1.9823 3.2898 -0.40 -0.26 0.43
C -3.7156 -2.6305 3.4122 0.15 0.44 1.10
C -4.6416 -1.7202 4.2829 0.20 -0.31 -0.11
Br -3.4623 -4.2926 4.4748 -0.14 -0.07 -0.74
C -1.7926 -0.4255 0.1386 1.13 -0.27 0.64
C -1.8964 0.3429 -0.9914 -1.98 0.60 -0.37
C -3.3064 0.7147 -1.4516 -0.54 -0.20 0.45
C -4.1872 -0.5576 -1.2724 0.76 -0.46 -0.93
O -3.8085 -1.5809 -1.7583 -0.65 0.63 0.54
Br -5.8721 -0.4548 -0.3136 0.56 0.21 -0.21
H -6.7603 5.3391 -5.3354 0.12 -0.11 -0.34
H -5.2352 5.9896 -5.9930 -0.22 -0.22 -0.34
H -6.1604 4.7457 -6.9310 0.14 0.14 0.17
H -3.7988 4.7155 -3.3200 0.19 -0.17 -0.28
H -3.3394 5.8200 -4.6114 0.52 -0.18 0.15
H -2.1617 4.5785 -3.9632 -0.08 0.25 -0.47
H -3.4487 2.5707 -3.6818 -0.41 -0.51 -0.31
H -4.0172 1.7256 -5.2022 -0.11 0.31 0.27
H -1.7831 1.8217 -6.1417 -0.17 -0.05 0.32
H -1.2160 2.9461 -4.9362 -0.28 -0.17 -0.08
H -0.6196 0.4349 -4.6783 -0.16 -0.10 0.40
H -2.2129 0.2070 -3.9532 0.13 0.22 0.02
H 0.1782 1.9017 -3.1016 -0.25 -0.07 0.33
H -1.3864 2.5701 -2.7029 -0.06 -0.45 0.60
H 1.2970 0.7248 -1.8037 -0.81 -0.12 0.27
H 1.9075 -1.9336 0.6655 -0.06 0.30 -0.15
H 2.6991 -0.8616 -0.4820 0.05 0.28 0.36
H 3.1132 -0.8228 2.2239 -0.34 0.03 -0.23
H 1.7168 0.2250 2.2728 0.24 0.08 -0.31
H 4.1373 0.7428 0.4031 -0.26 0.20 0.15
H 5.2245 1.9576 2.3236 -0.13 -0.21 0.11
H 3.8146 1.5899 3.3520 0.23 -0.10 -0.16
H 4.8365 0.2622 2.7940 0.14 0.32 -0.10
H 2.6611 2.5276 -0.1395 0.05 -0.04 0.24
H 1.6100 2.0617 1.2318 0.17 0.23 -0.35
H 4.0208 3.9592 1.5194 -0.13 -0.41 0.07
H 2.8996 3.4829 2.8022 -0.10 -0.01 -0.28
H 2.3693 5.7791 1.3599 -0.24 -0.23 2.08
H 1.0226 3.4609 -0.8320 -0.16 0.41 0.05
H -0.4852 3.0488 -0.0248 -0.19 0.42 -0.41
H -0.3112 4.6423 -0.8924 0.05 0.00 0.37
H -0.7178 5.9448 1.9236 -0.32 -0.29 0.50
H -0.0838 4.6852 3.0744 -0.08 0.29 -0.23
H -1.2844 4.2316 1.8407 0.13 0.31 0.04
H -2.4557 -0.8851 3.2739 0.15 -0.31 -0.18
H -1.7364 -2.2653 4.1690 -0.03 0.30 -0.25
H -4.1686 -2.8841 2.4510 0.25 -0.08 0.18
H -4.2422 -0.6993 4.3548 -0.22 -0.20 -0.15
H -4.6830 -2.1262 5.2984 -0.06 0.25 -0.22
H -5.6654 -1.6921 3.8929 0.28 0.01 0.03
H -2.6589 -0.7476 0.7106 0.01 0.13 -0.41
H -3.7184 1.5749 -0.9060 0.24 -0.24 -0.01
H -3.3733 0.9497 -2.5167 0.07 -0.05 0.25
C 2.8765 -1.4045 -6.4049 -0.25 0.39 -0.02
C 3.7872 -1.1425 -5.2311 -0.30 -0.28 -0.67
C 3.7212 -2.1881 -4.1549 0.28 -0.39 0.10
O 4.0931 -1.4357 -2.9848 -0.20 0.22 -0.05
C 3.7271 -0.1563 -3.2097 0.09 0.10 -0.01
O 3.6995 0.6967 -2.3704 -0.26 -0.13 -0.05
O 3.3802 0.0338 -4.5044 0.14 0.02 0.42
H 2.8906 -0.5594 -7.0936 0.11 -0.07 -0.05
H 3.1837 -2.3006 -6.9431 0.05 0.01 0.04
H 1.8425 -1.5275 -6.0763 0.05 -0.10 0.07
H 4.8116 -0.9858 -5.5789 0.02 0.02 0.13
H 4.4089 -3.0144 -4.3172 0.06 0.05 0.21
H 2.7143 -2.5863 -4.0074 -0.01 0.04 -0.05
C 2.5463 -6.8812 1.4174 0.09 -0.41 -0.13
C 3.1664 -6.1247 0.2691 -0.30 -0.30 0.63
C 2.2607 -5.0994 -0.3604 -0.06 0.36 0.06
O 2.7604 -5.0301 -1.6960 0.04 -0.09 -0.07
C 3.3147 -6.2451 -1.9744 0.13 -0.30 -0.04
O 3.6439 -6.5953 -3.0585 -0.01 0.11 -0.06
O 3.4300 -6.9923 -0.8471 -0.05 0.47 -0.30
H 3.2123 -7.6753 1.7551 0.06 0.12 0.10
H 2.3398 -6.2177 2.2575 0.05 0.01 -0.01
H 1.6147 -7.3605 1.1098 -0.03 0.13 -0.07
H 4.1161 -5.6808 0.5816 -0.01 0.06 -0.10
H 2.3225 -4.1274 0.1260 0.09 0.05 -0.16
H 1.2139 -5.4142 -0.4017 0.04 -0.13 0.13
C -2.0638 9.5292 5.0507 -0.16 -0.03 -0.39
C -0.8720 8.6038 5.0276 -0.56 0.47 0.17
C 0.4315 9.2628 5.3972 0.19 -0.02 0.31
O 1.3839 8.4546 4.6960 -0.19 -0.05 -0.18
C 0.7481 7.9422 3.6128 0.09 0.03 -0.08
O 1.2921 7.3905 2.7115 -0.05 0.14 0.04
O -0.5932 8.1472 3.6938 0.39 -0.11 0.10
H -2.9498 9.0186 4.6725 0.00 -0.04 0.12
H -2.2659 9.8788 6.0632 0.04 -0.05 0.01
H -1.8982 10.3934 4.4053 0.10 0.01 0.06
H -1.0655 7.7247 5.6496 0.12 -0.01 -0.01
H 0.6249 9.2492 6.4676 0.17 -0.12 -0.06
H 0.5146 10.2891 5.0312 -0.15 -0.02 -0.03
C -0.4030 -11.7068 2.1043 0.26 -0.22 -0.21
C 0.4158 -10.9513 3.1221 -0.50 -0.34 -0.43
C 0.2722 -9.4534 3.0440 -0.16 0.25 0.29
O 1.5270 -9.0028 3.5677 -0.02 -0.22 -0.15
C 2.4368 -9.9821 3.3031 0.22 -0.12 0.02
O 3.6101 -9.8531 3.4207 0.01 0.09 -0.03
O 1.8213 -11.1164 2.8834 0.04 0.40 0.22
H -0.1722 -12.7713 2.1449 -0.08 0.01 0.09
H -1.4698 -11.5720 2.2846 0.03 0.02 0.06
H -0.1707 -11.3722 1.0917 -0.01 0.10 0.05
H 0.2001 -11.3212 4.1287 0.04 0.11 0.03
H -0.5546 -9.0752 3.6420 0.15 0.10 0.10
H 0.1722 -9.0831 2.0198 -0.03 -0.17 -0.05
```
Forces are in eV/Å.

Output
Charge: +1
E_LUMO: -4.17 eV
Orbital gap: 0.1629 Ha
E_HOMO: -8.61 eV